Here is 2 unconnected molecules or ions with the total composition C3H6FN2S at a distorted geometry from the Open Molecules 2025 dataset. Energies are from ωB97M-V/def2-TZVPD.

Last column: Löwdin charge in e.
Atoms and positions in Å:
C 0.06808 -1.60568 0.28225  -0.486
C 0.83597 1.49417 0.33588  -0.110
C -0.94837 -1.47236 -0.57002  -0.279
N 1.69410 2.47743 0.61596  0.179
N -2.21038 -1.88666 -0.57302  0.093
F 1.19111 0.89701 -0.94980  -0.034
S 1.26810 -1.04532 1.22500  0.808
H -0.81865 -0.89140 -1.48857  0.144
H -0.08574 1.25789 0.79926  0.107
H 2.75753 2.38107 0.46645  0.201
H 1.42564 3.04658 1.44841  0.161
H -2.64643 -1.90818 -1.44942  0.091
H -2.53096 -2.74454 -0.14238  0.127

Calculated values
- HOMO energy (spin up / spin down) (eV) = -11.8 / -11.8
- LUMO energy (spin up / spin down) (eV) = -5.4784 / -5.4795
- ΔE to the lowest compared entry with this formula, charge and spin (kcal per mole) = 50.0
- largest force on an atom (eV/A) = 6.13
- total energy (Eh) = -725.0888
- net charge = +1
- 2S+1 = 1

Here is 3 unconnected molecules or ions with the total composition C3H6FNO at a distorted geometry from the Open Molecules 2025 dataset. Energies are from ωB97M-V/def2-TZVPD.

Last column: Löwdin charge in e.
Atoms and positions in Å:
C -2.52873 -0.85836 -0.13164  -0.174
C 1.17075 1.36536 -0.21446  -0.055
C 0.49521 -0.92628 0.49195  0.130
N 1.17810 0.01935 0.18326  -0.055
O -2.66519 0.33295 -0.23136  -0.005
F 3.00097 -0.07019 0.11468  -0.375
H -1.54725 -1.45606 0.10985  0.046
H 2.07876 1.70577 -0.69260  0.096
H 0.31506 1.56214 -0.78009  0.077
H 1.08164 1.92416 0.71994  0.113
H 0.79093 -1.95296 0.71871  0.107
H -3.37026 -1.64588 -0.28824  0.095

Calculated values
- HOMO energy (spin up / spin down) (eV) = -9.6 / -9.6
- LUMO energy (spin up / spin down) (eV) = -0.1572 / -0.1579
- ΔE to the lowest compared entry with this formula, charge and spin (kcal per mole) = 130.8
- largest force on an atom (eV/A) = 3.13
- total energy (Eh) = -347.5796
- 2S+1 = 1

Here is C3H6FNO3 in the gas phase at a distorted geometry from the Open Molecules 2025 dataset. Energies are from ωB97M-V/def2-TZVPD.

Last column: Löwdin charge in e.
Atoms and positions in Å:
C -2.24645 -1.93064 0.39102  0.028
C 1.83078 1.56517 -0.33253  -0.145
C 0.44106 0.98885 -0.73990  -0.186
N -0.06227 -0.05411 -0.14912  -0.104
O 0.67413 -0.78720 0.48710  -0.030
O -1.58505 -0.65618 -0.22991  -0.135
O 2.01303 1.44056 1.06623  -0.050
F -0.27816 1.68749 -1.61702  0.114
H -2.98139 -1.99352 -0.25246  0.016
H -1.53033 -2.80207 0.41452  0.103
H -2.61028 -1.62544 1.37837  0.084
H 1.87385 2.56783 -0.63421  0.109
H 2.62463 1.13914 -0.90605  0.119
H 1.83643 0.46012 1.12395  0.077

Calculated values
- HOMO energy (eV) = -9.3
- LUMO energy (eV) = -0.1137
- ΔE to the lowest compared entry with this formula, charge and spin (kcal per mole) = 137.5
- largest force on an atom (eV/A) = 7.48
- SMILES = CO/[N+]([O-])=C(\F)CO
- total energy (Eh) = -498.0184
- 2S+1 = 1

Here is C3H6FNOS in the gas phase at a distorted geometry from the Open Molecules 2025 dataset. Energies are from ωB97M-V/def2-TZVPD.

Last column: Löwdin charge in e.
Atoms and positions in Å:
C 0.29021 1.25173 0.39802  -0.087
C -1.22940 1.46668 0.45392  -0.151
C 0.61784 -1.06397 -0.55881  -0.705
H -0.49444 -0.95430 1.87738  0.096
H 0.75088 1.60752 -0.54906  0.115
H 0.67127 1.60955 1.38267  0.141
H -1.67761 1.16789 -0.46670  0.109
H -1.42953 2.50771 0.65380  0.115
H 0.91028 -2.01218 -0.09415  0.091
N 0.49688 -0.22585 0.43022  -0.240
O 0.43569 -0.85026 1.67654  0.012
F -1.74192 0.71992 1.53754  -0.060
S 0.74443 -0.74682 -2.17653  0.565

Calculated values
- HOMO energy (eV) = -8.5
- LUMO energy (eV) = 0.7790
- ΔE to the lowest compared entry with this formula, charge and spin (kcal per mole) = 57.4
- largest force on an atom (eV/A) = 2.10
- SMILES = ON(C=S)CCF
- total energy (Eh) = -745.8778
- 2S+1 = 1

Number 1 is which compound? C3H6FN2S

Which of these has the highest ΔE to the lowest compared entry with this formula, charge and spin? C3H6FNO3

Which of these has the lowest ΔE to the lowest compared entry with this formula, charge and spin? C3H6FN2S

Look up the 2S+1 of the fourth one. 1